# 1
Molecular formula: CH3N2O3S
Method: DFT, ωB97M-V/def2-TZVPD

```
10
Properties=species:S:1:pos:R:3
S 0.1260 0.7630 -2.2049
O -1.0671 0.8550 1.9362
O 0.3048 -1.7657 -0.1571
O 2.3184 -0.7733 -0.4029
N 0.3909 0.5303 -0.5928
N -1.1616 0.2324 0.8078
C 1.1023 -0.8623 -0.3950
H -1.7126 0.6248 0.1386
H 0.9274 1.2817 -0.0175
H -1.2286 -0.8860 0.8877
```

Spin multiplicity: 1
E: -21041.4629 eV
Kohn-Sham gap (spin up / spin down): 7.598 / 7.509 eV
Highest occupied orbital energy (spin up / spin down): -4.02 / -4.19 eV
E_LUMO (spin up / spin down): 3.577 / 3.317 eV
Total charge: -1
Energy above the lowest of the compared OMol25 structures with the same formula, charge and spin: 347.4 kJ/mol

# 2
Molecular formula: C4H10O3
Method: DFT, ωB97M-V/def2-TZVPD

```
17
Properties=species:S:1:pos:R:3
O 1.5656 0.4350 0.6968
O 1.0325 1.9886 -2.2429
O -3.2212 0.6249 0.2063
C -0.7745 0.2950 -0.1871
C -2.1974 -0.0352 0.2114
C 0.4600 -1.6727 0.8790
C 0.3030 -0.1176 0.9166
H -0.5550 1.4154 -0.3714
H 0.9334 2.1741 -3.1744
H -2.1177 -1.0313 0.4547
H 1.1138 -2.1286 1.6266
H -0.1485 0.1893 1.9189
H 1.8649 1.5218 -2.2376
H -0.4906 -0.2794 -1.0281
H 1.8102 0.6949 1.6175
H -0.5023 -2.1498 0.7659
H 0.9236 -1.9245 -0.0521
```

Spin multiplicity: 1
E: -10451.1520 eV
Kohn-Sham gap: 10.458 eV
Highest occupied orbital energy: -9.76 eV
SMILES: C[C@@H](O)CC=O.O
E_LUMO: 0.695 eV
Energy above the lowest of the compared OMol25 structures with the same formula, charge and spin: 201.8 kJ/mol

# 3
Molecular formula: C8H14N3S
Method: DFT, ωB97M-V/def2-TZVPD

```
26
Properties=species:S:1:pos:R:3
S -1.4885 2.1501 -0.1102
N -1.3516 -0.4415 0.4389
N -0.0951 -0.3062 0.7632
N -3.4299 0.2991 -0.1423
C 0.0636 1.7997 0.2631
C -2.1553 0.4368 0.1258
C 0.9507 -0.9713 0.0671
C -4.1476 -0.8197 0.4896
C 1.5176 2.2615 0.5609
C 2.3380 1.2108 -0.1263
C 2.2601 -0.1985 0.3859
C 0.6455 -1.0370 -1.4797
H 2.1735 1.3382 -1.2737
H -4.6045 -0.3879 1.4603
H 1.4662 3.3151 0.3679
H 0.1485 -0.1297 -1.8003
H 3.3317 1.4708 0.1377
H 0.0313 -1.9666 -1.6180
H 2.4140 -0.3941 1.4334
H -3.4216 -1.6613 0.4375
H 1.5675 -1.2497 -2.0566
H 1.1038 -1.8784 0.7035
H -5.0765 -1.1143 -0.1250
H 3.1131 -0.7969 -0.1242
H 1.7040 2.1328 1.6899
H -4.0043 1.1450 -0.3701
```

Spin multiplicity: 1
E: -23816.9423 eV
Kohn-Sham gap (spin up / spin down): 7.344 / 7.343 eV
Highest occupied orbital energy (spin up / spin down): -12.30 / -12.30 eV
E_LUMO (spin up / spin down): -4.961 / -4.961 eV
Total charge: +1
Energy above the lowest of the compared OMol25 structures with the same formula, charge and spin: 434.4 kJ/mol

# 4
Molecular formula: C2H2Cl3NS
Method: DFT, ωB97M-V/def2-TZVPD

```
9
Properties=species:S:1:pos:R:3
Cl 0.7567 2.1274 -0.8834
Cl 1.8868 -0.6028 -0.8835
Cl -0.5388 0.2141 -2.5352
S -2.1477 0.5611 0.2323
N -0.0500 -0.6500 1.3424
C 0.4541 0.4246 -1.1119
C -0.6883 -0.0384 0.3735
H 0.9546 -0.9540 1.2878
H -0.6275 -1.0818 2.1781
```

Spin multiplicity: 1
E: -51997.6369 eV
Kohn-Sham gap: 9.049 eV
Highest occupied orbital energy: -8.65 eV
E_LUMO: 0.403 eV
Energy above the lowest of the compared OMol25 structures with the same formula, charge and spin: 80.7 kJ/mol